(1)
Formula: H16O8
Source: OMol25
Level of theory: ωB97M-V/def2-TZVPD

## Properties
- M (Da) = 144.1
- LUMO energy (eV) = -0.07
- maximum force (eV Å⁻¹) = 7.42
- calculated total energy (eV) = -16635.8057
- structure (SMILES) = O.O.O.O.O.O.O.O

Last column: Löwdin charge in e.
Cartesian coordinates (Å):
O -0.5686 -0.1594 -0.4888  -0.02
H -0.8683 0.4975 -1.1611  0.09
H -0.9641 0.3027 0.1976  -0.02
O -2.1088 -1.2829 3.0688  -0.07
H -2.0531 -1.5482 4.0171  0.08
H -2.8811 -0.7880 3.0324  0.01
O 3.4220 -0.7304 -2.3871  -0.11
H 3.6790 0.0042 -1.8283  0.01
H 2.4377 -0.5332 -2.5293  0.05
O -1.4231 3.3214 -1.7360  -0.08
H -2.3552 3.2596 -2.1492  0.09
H -1.6515 3.8159 -0.9615  0.00
O -0.4543 3.3523 1.5196  -0.05
H 0.1936 2.6942 1.4124  0.00
H -1.2812 2.7941 1.6579  0.05
O 1.4425 -1.1722 -1.0569  -0.07
H 0.6591 -1.5931 -1.4036  0.03
H 1.2499 -1.2410 -0.1534  0.02
O 1.9981 -4.0071 -1.7470  -0.01
H 1.0879 -3.7466 -1.5682  0.03
H 1.9084 -4.7908 -2.1866  -0.02
O -1.8697 0.6349 2.6837  -0.04
H -1.6581 0.2222 1.9085  -0.02
H -1.0077 0.9980 2.8651  0.06

(2)
Formula: H16O8
Source: OMol25
Level of theory: ωB97M-V/def2-TZVPD

## Properties
- M (Da) = 144.1
- LUMO energy (eV) = 0.21
- maximum force (eV Å⁻¹) = 0.33
- calculated total energy (eV) = -16639.9393
- structure (SMILES) = O.O.O.O.O.O.O.O

Last column: Löwdin charge in e.
Cartesian coordinates (Å):
O -16.4813 -30.5408 20.6500  -0.07
H -17.0159 -31.0559 20.0224  0.00
H -16.9531 -29.7017 20.7168  0.04
O -19.2452 -31.3760 19.3174  -0.06
H -18.9711 -32.3013 19.2665  0.02
H -19.4988 -31.1359 18.4199  0.04
O -14.8419 -32.8857 21.7726  -0.06
H -15.1315 -33.0420 22.6787  0.04
H -14.9324 -31.9298 21.6491  0.01
O -18.9432 -27.5334 18.8867  -0.06
H -18.1722 -28.0171 18.5624  0.02
H -18.5897 -26.6951 19.1930  0.02
O -15.3714 -27.4177 22.1403  -0.05
H -14.8685 -28.2381 22.2343  0.05
H -14.7099 -26.7153 22.1760  0.06
O -15.8222 -27.2542 19.2494  -0.06
H -15.4856 -27.5966 20.0939  0.00
H -16.4239 -26.5536 19.5150  0.02
O -16.7823 -32.9601 18.9595  -0.05
H -15.9881 -32.7102 18.4731  0.06
H -16.4775 -33.6253 19.5903  0.04
O -18.1957 -33.6121 21.9569  -0.05
H -17.5517 -33.0771 21.4729  -0.01
H -17.7605 -34.4617 22.0880  0.04

(3)
Formula: H16O8
Source: OMol25
Level of theory: ωB97M-V/def2-TZVPD

## Properties
- M (Da) = 144.1
- LUMO energy (eV) = -0.06
- maximum force (eV Å⁻¹) = 8.27
- calculated total energy (eV) = -16638.3451
- structure (SMILES) = O.O.O.O.O.O.O.O

Last column: Löwdin charge in e.
Cartesian coordinates (Å):
O -0.7164 -0.9057 2.8592  -0.01
H -1.3820 -0.9652 3.4596  0.01
H 0.0628 -0.5047 3.3193  0.10
O -0.3415 2.9324 -1.6751  -0.08
H 0.4239 2.7107 -2.2762  0.05
H -0.4074 2.2791 -0.9622  0.00
O 0.0700 0.5717 0.2424  0.01
H 0.6942 0.1219 -0.2316  -0.03
H -0.6281 0.2529 0.7387  0.01
O -2.2281 -0.2787 -1.5733  -0.11
H -1.2417 -0.6236 -1.4914  0.05
H -2.3334 0.3796 -2.2484  0.01
O -0.6776 -3.0660 1.2555  -0.10
H -1.5320 -3.3160 1.5923  0.01
H -0.6144 -2.1331 1.6331  0.00
O 2.5624 -0.0014 -1.1752  0.07
H 2.4810 0.8181 -1.3986  -0.04
H 3.2395 -0.4269 -1.6524  0.06
O 0.0957 2.3571 2.5837  -0.10
H 0.8926 1.9739 3.0896  0.07
H 0.2136 1.8840 1.7344  -0.01
O 0.4253 -1.6036 -2.2838  -0.11
H 1.0915 -0.8868 -2.3902  0.01
H -0.1500 -1.5697 -3.1493  0.11

(4)
Formula: H16O8Xe
Source: OMol25
Level of theory: ωB97M-V/def2-TZVPD

## Properties
- M (Da) = 275.4
- LUMO energy (eV) = -0.06
- maximum force (eV Å⁻¹) = 0.84
- calculated total energy (eV) = -25602.2252

Last column: Löwdin charge in e.
Cartesian coordinates (Å):
Xe 0.2093 0.2767 0.1851  0.40
O -0.2956 -2.7093 -2.2477  -0.08
H -0.3473 -2.8582 -1.3036  -0.03
H -0.4997 -1.7804 -2.3557  -0.05
O 3.6844 1.0026 -0.8810  -0.07
H 3.0585 1.2439 -1.5638  0.04
H 3.2970 0.2348 -0.4608  0.01
O -0.6945 -3.3728 0.6506  -0.07
H -0.7382 -2.7844 1.4043  -0.05
H -1.5839 -3.7152 0.5615  0.05
O -3.5665 -0.6243 0.4350  -0.06
H -4.1324 -0.5614 1.2044  0.03
H -2.6802 -0.5136 0.7792  -0.05
O 0.1443 4.3330 0.5683  -0.08
H 0.8660 3.7051 0.6033  -0.04
H -0.4818 4.0155 1.2190  0.02
O -0.8915 -0.1208 -3.1729  -0.08
H -1.2308 0.7713 -3.0998  0.04
H -0.5592 -0.1786 -4.0687  0.05
O -0.9339 -1.8006 2.8357  -0.08
H -1.6048 -2.3589 3.2287  0.06
H -0.1770 -1.8913 3.4146  0.07
O 2.7490 3.1502 0.9208  -0.07
H 3.1897 2.5574 0.3121  -0.01
H 3.2191 3.9792 0.8313  0.05

(5)
Formula: H17O9
Source: OMol25
Level of theory: ωB97M-V/def2-TZVPD

## Properties
- M (Da) = 161.1
- LUMO energy (eV) = 3.23
- total charge = -1
- maximum force (eV Å⁻¹) = 2.93
- calculated total energy (eV) = -18705.3896

Last column: Löwdin charge in e.
Cartesian coordinates (Å):
O 1.5431 -0.9733 1.4960  -0.05
H -2.4079 -0.6881 0.6342  0.01
H -1.0960 1.0436 2.9692  -0.05
O 2.7364 -1.6426 -1.6456  -0.08
H 1.9215 -1.1237 -1.5322  -0.01
O 0.6947 3.1303 0.6289  -0.12
H -0.1791 2.7584 0.8526  -0.01
H 1.0888 2.5013 1.3280  0.06
O 0.9255 0.3250 -0.9902  -0.06
H -1.6385 -2.3412 1.6566  -0.02
H 1.2619 0.8553 -0.2507  0.05
O -0.8444 1.2827 2.0958  -0.30
H 0.8333 -1.0004 0.8515  0.00
H 0.0095 0.4375 -0.7592  -0.01
O -1.1410 -2.8823 2.2635  -0.07
H -1.8031 0.3781 -0.5754  -0.06
H -0.3608 -2.4063 2.5132  -0.01
O -1.4703 -0.6584 0.6040  -0.23
H -1.2664 0.2363 1.4103  0.04
H 3.1594 -1.5439 -0.8017  0.00
O -0.2694 0.2612 -3.4910  -0.10
H 0.5322 0.8150 -3.2180  0.06
H -1.0055 0.6899 -3.0865  -0.04
O -1.9774 0.8998 -1.3657  -0.08
H -1.4304 1.6658 -1.0707  0.06
H 1.2576 -0.3117 2.1177  0.01

(6)
Formula: H18NO12
Source: OMol25
Level of theory: ωB97M-V/def2-TZVPD

## Properties
- M (Da) = 224.1
- LUMO energy (eV) = 2.97
- total charge = -1
- maximum force (eV Å⁻¹) = 7.44
- calculated total energy (eV) = -26350.0664

Last column: Löwdin charge in e.
Cartesian coordinates (Å):
N -0.9227 0.7311 0.4507  -0.48
O -0.0159 1.5882 0.5801  -0.03
O -1.1571 0.3841 -0.7064  -0.03
O -0.9489 -0.1897 1.3050  -0.08
O 1.9866 2.6113 -1.7242  -0.03
H 1.4472 3.1360 -1.2252  -0.03
H 1.3999 2.0064 -2.2049  -0.01
O 1.9533 -0.1309 -0.4780  0.01
H 1.7338 0.7142 -0.6342  -0.08
H 2.8821 -0.2212 -0.7424  0.08
O -2.8154 -2.4058 0.4171  -0.03
H -3.3580 -2.4942 -0.3262  0.00
H -2.8327 -1.4859 0.6931  0.03
O -0.6440 0.7453 4.0964  -0.06
H -1.4120 0.7418 3.5061  0.02
H -0.4152 -0.1805 4.1641  0.00
O -2.2032 -1.3916 -2.8069  -0.03
H -1.6059 -2.0403 -3.1759  0.04
H -1.7461 -0.8392 -2.2367  -0.06
O 0.7295 -1.7929 2.5059  -0.08
H 0.4274 -2.1500 3.3633  0.03
H 0.1375 -1.0910 2.1798  -0.02
O -0.0297 -2.2865 -0.4163  -0.07
H -0.1048 -1.3775 -0.1287  -0.04
H -0.9858 -2.3896 -0.4682  -0.01
O 1.0866 0.5860 -3.1095  -0.01
H 0.9253 -0.0159 -2.4233  0.00
H 0.3725 0.4810 -3.7116  0.05
O 2.0103 3.0347 1.4759  -0.03
H 2.7155 3.1062 0.8612  0.00
H 1.3895 2.6167 0.9198  -0.06

(7)
Formula: H18NO12
Source: OMol25
Level of theory: ωB97M-V/def2-TZVPD

## Properties
- M (Da) = 224.1
- LUMO energy (eV) = 2.88
- total charge = -1
- maximum force (eV Å⁻¹) = 5.87
- calculated total energy (eV) = -26351.7543

Last column: Löwdin charge in e.
Cartesian coordinates (Å):
N -1.6266 -0.2293 -0.2593  -0.49
O -0.7132 0.5999 -0.1095  -0.06
O -2.0415 -0.9005 0.7106  -0.01
O -1.7085 -0.8072 -1.3358  -0.01
O -1.6409 -3.9418 0.3920  -0.04
H -0.7164 -3.6797 0.3665  0.03
H -2.0193 -3.1020 0.2619  -0.03
O -0.9504 -0.5701 3.2625  -0.06
H -1.4071 -0.7035 2.4483  -0.03
H -0.4653 0.2326 3.1281  -0.05
O -1.6339 -2.0977 -3.5624  -0.07
H -1.7240 -1.6961 -2.6942  -0.04
H -0.7202 -2.3542 -3.5722  0.01
O 2.4359 1.5433 -0.0396  -0.03
H 2.0821 0.8028 -0.4768  -0.06
H 2.3645 1.4051 0.9070  0.04
O 0.3094 3.0626 0.5804  -0.08
H -0.3112 2.3905 0.3146  -0.02
H 1.1697 2.6635 0.2985  0.01
O 1.7120 -0.4583 -1.5517  -0.01
H 1.3355 0.1844 -2.0773  -0.03
H 2.6700 -0.3390 -1.6540  0.08
O 1.2506 -0.8764 1.3476  -0.06
H 0.6743 -1.1909 2.0400  0.01
H 0.6352 -0.3736 0.7988  -0.02
O 0.1776 1.7757 -2.6309  -0.05
H -0.0763 1.4004 -3.4589  0.03
H -0.3835 1.3106 -1.9609  0.03
O 0.2401 1.8131 3.1355  -0.02
H 1.1783 1.9481 3.0420  0.05
H -0.0967 2.1880 2.3492  -0.01

(8)
Formula: H18NO12
Source: OMol25
Level of theory: ωB97M-V/def2-TZVPD

## Properties
- M (Da) = 224.1
- LUMO energy (eV) = 2.85
- total charge = -1
- maximum force (eV Å⁻¹) = 9.95
- calculated total energy (eV) = -26349.0721

Last column: Löwdin charge in e.
Cartesian coordinates (Å):
N -0.3332 -0.3315 -0.1747  -0.47
O 0.2058 0.5635 0.5803  -0.08
O -0.3722 -0.2285 -1.4097  -0.04
O -0.6052 -1.4145 0.3433  0.04
O -1.8162 -3.9155 0.8423  -0.03
H -2.7682 -3.9835 0.6813  0.04
H -1.4992 -3.0735 0.7373  -0.07
O -3.5522 -0.2085 -0.8467  -0.04
H -3.7672 0.6465 -1.0697  -0.02
H -2.8392 -0.3785 -1.5287  0.05
O 0.7008 1.9805 -1.3347  -0.10
H 0.5108 1.1225 -0.9107  -0.02
H -0.0632 2.4215 -1.7727  0.08
O 1.5548 3.8815 0.4703  -0.14
H 1.5948 3.1535 1.2063  0.03
H 1.3308 3.1415 -0.1007  -0.05
O -1.4002 -2.2345 -3.4117  -0.13
H -0.6282 -2.0575 -4.1077  0.10
H -1.1982 -1.5245 -2.7587  -0.01
O -1.6922 0.9675 3.4953  0.05
H -1.0222 1.1575 4.1313  0.03
H -1.2252 0.5275 2.9503  -0.10
O 1.8968 1.6635 2.1913  -0.11
H 1.3158 1.1915 1.5763  -0.03
H 2.6058 0.9815 2.5633  0.11
O 2.3578 -0.5575 -2.5057  -0.14
H 1.4398 -0.5905 -2.1857  -0.02
H 2.7758 0.4275 -2.5697  0.12
O 2.4408 -1.2685 1.3423  -0.07
H 2.5818 -1.1365 2.2573  -0.01
H 1.4708 -0.9235 1.3203  0.05

(9)
Formula: H18NO7
Source: OMol25
Level of theory: ωB97M-V/def2-TZVPD

## Properties
- M (Da) = 144.1
- LUMO energy (eV) = -3.23
- total charge = +1
- maximum force (eV Å⁻¹) = 16.08
- calculated total energy (eV) = -16105.4238

Last column: Löwdin charge in e.
Cartesian coordinates (Å):
N -34.2030 -28.5559 26.7295  0.36
H -34.8719 -27.8963 27.0224  0.11
H -34.1186 -29.1619 27.5650  0.14
H -33.2483 -28.1610 26.5538  0.16
H -34.4883 -28.9049 25.9186  0.03
O -32.2055 -31.0868 27.2692  0.03
H -32.2144 -31.9352 26.7994  0.08
H -31.5424 -30.7311 26.8949  -0.11
O -37.7221 -27.3396 27.0996  0.01
H -38.2849 -27.8440 26.5161  0.04
H -37.5840 -27.8433 27.8266  -0.02
O -33.7362 -27.9339 29.9189  0.03
H -32.8638 -27.9340 29.8236  -0.03
H -34.1832 -28.3803 30.6023  0.04
O -34.8513 -28.0449 23.5714  -0.10
H -35.1885 -27.0190 24.0102  0.21
H -35.4963 -28.2765 22.9617  -0.01
O -32.7239 -29.5968 23.9456  0.04
H -32.1865 -29.8951 23.1678  0.10
H -33.0122 -28.8705 23.7822  -0.18
O -30.4738 -28.2644 26.8428  -0.03
H -30.5550 -27.3861 27.2359  0.06
H -30.0409 -28.5425 26.0705  0.02
O -36.6090 -30.6458 26.4715  -0.07
H -36.3258 -31.1137 25.6397  0.08
H -37.3783 -30.0715 26.3213  0.03

Looking at energy relative to the best compared isomer or geometry (same formula, charge and spin) for the records above, in order, we have 598.7; 199.8; 353.7; 36.8; 109.5; 326.2; 163.3; 422.1; 574.3 kJ/mol.